Below is a cluster of 18 separate species, C73H193N15O29 in total at a distorted geometry, with properties calculated with wB97M-V/def2-TZVPD.

Results
- Relative energy (zero: lowest compared OMol25 entry of this formula, charge and spin): 20.2 kcal/mol
- Kohn-Sham gap: 0.3209 hartree

```
310
Properties=species:S:1:pos:R:3:forces:R:3:lowdin_charge:R:1
C 33.610740 15.073244 -8.775940 0.777 0.568 0.129 -0.104
O 33.139123 14.624369 -7.528970 0.233 -0.026 -0.200 -0.222
C 32.748824 13.265576 -7.608232 0.203 -0.341 1.134 -0.190
C 32.421806 12.852836 -6.147384 -0.336 -0.530 -1.311 -0.195
N 31.363962 13.690694 -5.686870 -0.873 0.059 0.490 -0.091
C 31.384594 13.918503 -4.213948 -0.356 2.410 -1.042 -0.101
C 30.244827 14.978658 -3.810611 1.272 -1.567 0.315 -0.188
O 30.552104 16.283012 -4.251132 0.347 -0.379 -0.061 -0.222
C 30.237530 16.540138 -5.606052 -0.143 1.341 0.256 -0.077
H 33.895132 16.120882 -8.677676 -0.468 0.129 0.009 0.090
H 32.897084 14.926470 -9.586660 -0.185 0.048 0.011 0.092
H 34.554525 14.595139 -9.038219 0.036 -0.490 -0.094 0.088
H 33.573091 12.619309 -7.909913 0.213 0.078 -0.416 0.122
H 31.950043 13.238060 -8.349368 -0.398 -0.608 0.212 0.127
H 33.347101 13.012017 -5.593659 0.230 -0.231 0.245 0.106
H 32.059602 11.828175 -6.063821 0.590 -0.329 -0.194 0.122
H 31.618713 14.546879 -6.158204 -0.416 0.474 0.564 0.058
H 32.327122 14.453397 -4.097141 0.203 0.000 0.980 0.098
H 31.422341 13.002967 -3.623624 -0.405 -0.043 -0.209 0.105
H 30.210754 15.053162 -2.723690 0.092 -0.105 0.126 0.114
H 29.263920 14.637722 -4.141803 -0.085 0.093 -0.299 0.098
H 30.477209 17.593835 -5.748817 0.080 0.145 -0.022 0.085
H 29.156358 16.471949 -5.726464 0.027 -0.552 -0.555 0.092
H 30.856561 16.004554 -6.325816 -0.527 -0.076 0.008 0.077
C 25.538278 21.806929 1.662583 0.425 -1.151 0.972 -0.076
O 25.253242 20.545687 2.318291 -0.763 0.430 -0.694 -0.173
C 25.739685 19.436504 1.564148 1.195 0.575 0.105 -0.227
C 25.396996 18.089450 2.140743 -1.746 0.235 2.012 -0.180
N 25.710408 17.959354 3.600631 -0.457 0.772 -1.783 -0.026
C 25.714529 16.590937 4.047135 0.649 0.437 1.638 -0.204
C 24.414170 15.911908 4.564904 1.084 -0.500 -0.925 -0.209
O 23.990119 16.292789 5.845363 0.914 1.667 0.209 -0.182
C 22.879217 15.596396 6.310692 -0.597 0.331 -0.599 -0.124
H 25.190851 22.622925 2.296257 -0.540 -0.248 -0.143 0.088
H 25.141614 21.829912 0.647580 -0.149 0.135 -0.011 0.079
H 26.618670 21.950616 1.648213 0.305 -0.104 -0.353 0.061
H 26.817325 19.600078 1.556797 0.608 -0.382 -0.132 0.101
H 25.453389 19.442172 0.512436 -0.461 0.227 -0.146 0.103
H 25.729206 17.230933 1.557069 0.734 0.089 -0.367 0.101
H 24.310839 18.003333 2.109866 -0.335 0.018 -0.281 0.112
H 26.629943 18.363790 3.705434 0.164 0.017 0.527 0.069
H 26.379547 16.618689 4.910315 0.031 -0.273 0.316 0.096
H 26.280974 16.011922 3.317755 -0.529 -0.965 -0.248 0.101
H 24.692146 14.862116 4.658562 -0.018 -0.471 -0.381 0.114
H 23.663169 15.986832 3.778458 -0.607 0.142 0.177 0.117
H 22.452602 16.035434 7.212545 0.743 0.036 0.324 0.087
H 23.147524 14.549624 6.453461 -0.426 -0.263 0.005 0.088
H 22.073611 15.772985 5.598013 -0.296 -0.758 -0.343 0.085
C 33.453225 20.992436 -4.297866 2.223 0.305 1.088 -0.151
O 32.245232 20.575883 -3.835807 -1.475 0.158 -0.746 -0.194
C 31.196539 20.881523 -4.735804 -0.315 -0.981 0.510 -0.208
C 29.973252 20.530665 -3.937303 -0.633 0.716 -1.222 -0.185
N 29.834985 21.526601 -2.839513 0.147 -1.545 -1.152 -0.036
C 28.848927 21.026714 -1.893218 1.072 1.056 1.079 -0.173
C 28.851985 21.885766 -0.635735 1.365 0.231 1.307 -0.150
O 30.199544 21.950142 -0.063409 1.091 -0.118 -1.035 -0.230
C 30.322632 22.470536 1.244741 -2.187 -0.207 0.289 -0.116
H 33.516846 22.065462 -4.478631 -0.142 0.303 0.159 0.092
H 33.885203 20.524735 -5.182605 -0.452 -0.561 -0.298 0.088
H 34.051351 20.711147 -3.431135 1.001 0.426 -0.337 0.091
H 31.311103 20.249427 -5.616396 -0.168 -0.129 -0.248 0.124
H 31.168457 21.918362 -5.070882 0.275 0.305 0.227 0.128
H 30.046002 19.483497 -3.643600 0.116 -0.078 0.594 0.111
H 29.133588 20.542944 -4.632219 -0.469 0.285 0.238 0.113
H 30.750056 21.441888 -2.420505 0.208 0.533 0.593 0.105
H 29.192957 20.057463 -1.532278 -0.765 -0.646 -0.344 0.105
H 27.878873 21.099494 -2.384950 -0.161 -0.627 0.293 0.132
H 28.321038 21.383578 0.172974 -0.976 0.232 -0.272 0.098
H 28.559852 22.917410 -0.831881 -0.493 -0.014 0.098 0.113
H 29.830060 23.438185 1.340350 0.390 0.551 -0.251 0.085
H 31.300612 22.486579 1.725780 0.301 -0.071 -0.973 0.082
H 29.695022 21.874392 1.907171 -0.087 -0.501 0.360 0.071
C 25.381303 7.230032 0.621022 -0.405 -0.964 -0.209 -0.128
O 25.301858 8.571573 1.012134 0.094 0.713 0.809 -0.197
C 26.049376 8.839032 2.211544 0.515 0.639 -0.256 -0.187
C 27.549969 8.879330 1.878560 -0.864 -1.047 0.250 -0.212
N 27.940097 9.864961 0.869128 -0.231 0.099 0.653 -0.030
C 29.227370 9.538405 0.319338 1.211 -0.371 -0.918 -0.228
C 29.674087 10.399743 -0.889512 -1.251 0.429 1.571 -0.202
O 28.677323 10.417106 -1.915781 1.089 -0.108 -0.066 -0.191
C 29.066206 11.294358 -2.983633 -0.503 -0.483 0.413 -0.096
H 26.363242 6.876454 0.306588 0.280 0.341 -0.097 0.082
H 24.694112 7.035515 -0.202410 0.025 0.453 -0.147 0.085
H 25.057036 6.531339 1.392237 -0.050 0.109 0.502 0.089
H 25.762351 8.153560 3.008939 0.498 -0.834 -0.215 0.119
H 25.804093 9.765730 2.730349 -0.656 0.622 -1.016 0.118
H 27.734467 7.862726 1.531307 0.565 -0.250 -0.260 0.093
H 28.099898 8.950624 2.816959 0.242 0.474 -0.060 0.122
H 27.265187 9.864247 0.117728 -0.257 -0.096 -0.050 0.081
H 29.357905 8.485155 0.070894 -0.653 -0.548 -0.579 0.110
H 30.009422 9.572628 1.077838 0.064 0.813 0.299 0.118
H 30.687182 10.113796 -1.172307 -0.097 -0.314 -0.598 0.122
H 29.744447 11.411981 -0.491360 0.149 0.448 -0.062 0.110
H 28.302736 11.195998 -3.755345 0.132 0.009 -0.013 0.082
H 30.048419 11.030658 -3.375838 0.063 -0.155 -0.106 0.082
H 29.099861 12.332582 -2.653400 0.002 0.168 0.163 0.073
C 38.540409 12.962814 -1.815765 -0.073 0.768 -0.156 -0.097
O 37.599800 13.468734 -2.768633 0.841 0.224 -0.065 -0.190
C 38.207220 13.833527 -4.009399 -1.144 -1.129 -1.501 -0.211
C 37.103399 14.354675 -4.960616 1.448 0.217 0.119 -0.237
N 36.480222 15.496478 -4.378817 -1.485 0.329 0.448 -0.053
C 35.198779 15.718180 -5.071547 0.141 1.328 0.852 -0.190
C 34.307967 16.724626 -4.332083 -0.150 -0.740 -1.259 -0.237
O 33.982550 16.161509 -3.098773 -0.152 0.410 1.139 -0.184
C 33.345811 17.092493 -2.218218 0.227 0.287 -0.717 -0.076
H 39.353874 12.389838 -2.260823 -0.128 -0.218 -0.335 0.080
H 38.033604 12.343778 -1.075462 -0.164 0.131 -0.166 0.085
H 39.005333 13.819397 -1.327702 0.093 -0.006 0.300 0.085
H 38.601076 12.911411 -4.436793 0.139 -0.253 -0.218 0.112
H 39.043140 14.528529 -4.088898 -0.022 0.468 1.218 0.122
H 36.370048 13.599624 -5.243770 0.047 -0.509 0.057 0.109
H 37.562172 14.768579 -5.858566 0.355 -0.687 -0.414 0.119
H 36.254772 15.201435 -3.439548 -0.256 0.347 0.463 0.095
H 34.630798 14.792683 -5.166270 -0.053 -0.179 -0.228 0.087
H 35.398886 16.151859 -6.051336 0.004 -0.274 -0.255 0.120
H 33.397283 16.859965 -4.915543 -0.461 -0.184 -0.271 0.111
H 34.718352 17.734235 -4.351835 0.611 0.093 0.824 0.119
H 32.473895 17.550004 -2.685696 -0.421 -0.293 -0.143 0.076
H 34.013962 17.940871 -2.070148 0.290 -0.002 0.489 0.083
H 33.063883 16.617948 -1.278301 0.242 -0.064 -0.171 0.087
C 18.784245 21.162127 -0.142759 0.943 2.065 -0.736 -0.163
O 18.567101 19.828935 -0.107166 -1.640 -2.464 0.501 -0.190
C 17.175514 19.512058 -0.122653 0.126 -1.820 -0.126 -0.197
C 17.014504 17.958441 -0.085152 0.962 1.411 -0.507 -0.205
N 17.673590 17.379354 -1.249907 -0.432 -0.619 0.095 -0.055
C 17.967227 15.945756 -1.065968 0.035 0.793 -0.653 -0.196
C 18.827313 15.405946 -2.220285 -0.944 -0.188 1.389 -0.228
O 20.000104 16.152767 -2.302402 0.780 0.155 -1.238 -0.221
C 20.889484 15.777774 -3.364008 0.591 0.349 -0.198 -0.070
H 19.244902 21.380304 -1.106237 0.819 0.339 0.077 0.087
H 19.397489 21.426638 0.718671 0.177 0.456 -0.201 0.094
H 17.920573 21.824211 -0.204640 -0.569 -0.295 0.581 0.086
H 16.766283 19.908732 -1.051773 -0.409 0.128 0.063 0.123
H 16.668542 19.871736 0.772733 -0.037 0.522 -0.049 0.120
H 15.960196 17.688916 -0.022700 -0.069 0.009 -0.159 0.115
H 17.499138 17.656473 0.843317 0.075 -0.286 0.338 0.109
H 18.522670 17.895591 -1.430650 0.234 -0.089 0.091 0.094
H 17.019153 15.411414 -1.127197 -0.094 -0.161 0.192 0.116
H 18.405893 15.772641 -0.083264 0.308 -0.217 0.151 0.105
H 18.156465 15.436117 -3.078862 0.506 0.161 -0.638 0.125
H 19.084035 14.372012 -1.989652 -0.106 -0.378 -0.131 0.118
H 20.429113 15.724035 -4.350543 -0.339 0.294 0.095 0.100
H 21.466495 14.858879 -3.260075 -0.555 -0.731 0.704 0.088
H 21.717871 16.485749 -3.389504 -0.423 0.538 -0.113 0.069
C 22.080076 18.459508 -14.873615 0.007 -0.228 -0.250 -0.125
O 23.070593 18.764174 -13.909562 -0.594 0.355 0.651 -0.175
C 24.153867 17.864178 -13.880513 0.620 -0.206 -1.085 -0.232
C 25.274656 18.112112 -12.846668 -2.044 -0.382 -0.441 -0.215
N 24.787548 17.855217 -11.495065 1.528 1.324 0.147 -0.047
C 25.961448 18.122596 -10.618273 -1.882 -0.618 -0.063 -0.202
C 25.622451 17.707860 -9.197052 2.485 1.772 0.709 -0.261
O 25.621734 16.338849 -8.992881 -0.103 -1.153 -0.969 -0.171
C 25.662597 15.910726 -7.645452 -1.250 0.725 -0.107 -0.079
H 22.451966 18.391371 -15.895949 0.570 0.303 -0.192 0.078
H 21.290254 19.210682 -14.878589 0.298 0.192 0.349 0.086
H 21.582931 17.497181 -14.751672 0.066 -0.302 0.656 0.081
H 24.573175 17.935112 -14.884128 0.593 -0.219 -0.252 0.111
H 23.809577 16.833116 -13.800017 -0.267 -0.257 0.313 0.116
H 25.651694 19.128254 -12.962410 -0.078 0.097 0.290 0.121
H 26.095969 17.419919 -13.032150 0.238 -0.067 -0.664 0.111
H 24.546640 16.879813 -11.391853 -0.039 -0.210 -0.087 0.106
H 26.232778 19.176476 -10.679985 -0.522 0.264 0.344 0.119
H 26.865532 17.656532 -11.010069 0.201 -0.727 0.226 0.110
H 24.863406 18.332930 -8.726689 -1.227 -0.633 -0.402 0.122
H 26.459357 18.146629 -8.653752 0.795 -0.151 0.514 0.104
H 24.769376 16.357461 -7.208778 0.109 0.097 0.744 0.078
H 26.564605 16.224910 -7.120303 0.139 0.022 -0.023 0.086
H 25.503318 14.835438 -7.564930 0.372 0.009 -0.399 0.091
C 24.456913 16.280280 -4.327227 -0.314 0.427 -0.185 -0.111
O 24.499875 14.861958 -3.997781 1.369 1.693 0.930 -0.169
C 25.757669 14.669647 -3.240159 -0.437 -1.508 -0.607 -0.162
C 25.847584 13.193130 -2.738457 0.210 1.839 -0.856 -0.194
N 24.958703 12.863678 -1.634818 0.198 1.155 -1.405 -0.052
C 25.259917 11.601615 -1.081562 -0.124 -2.692 0.167 -0.236
C 24.782031 10.383017 -1.972489 -0.278 1.775 0.736 -0.149
O 23.339288 10.457929 -2.130294 1.769 -1.058 -0.291 -0.185
C 22.658813 9.884628 -1.034888 -0.598 1.316 0.400 -0.112
H 23.666490 16.584092 -5.013531 -0.479 -0.898 0.010 0.076
H 25.330666 16.704309 -4.822063 0.659 -0.729 -0.019 0.068
H 24.328443 16.944772 -3.472800 -0.102 -0.416 0.587 0.068
H 25.954674 15.403178 -2.458352 -0.561 0.101 0.082 0.095
H 26.560716 14.742416 -3.973592 0.239 0.294 -0.108 0.106
H 26.877411 12.982532 -2.449974 0.126 0.194 0.100 0.096
H 25.686992 12.673949 -3.683316 -0.267 -0.782 0.042 0.112
H 24.068082 12.781015 -2.103902 -0.720 0.208 0.487 0.104
H 24.842770 11.537159 -0.076605 -0.205 -0.201 0.073 0.112
H 26.332774 11.447424 -0.966187 0.261 0.307 -0.021 0.084
H 25.168484 9.458315 -1.543919 -0.452 -0.267 0.081 0.104
H 25.255537 10.526259 -2.943768 -0.335 -0.158 -0.203 0.111
H 22.732296 8.810516 -0.864644 0.254 -0.193 -0.580 0.081
H 21.629400 10.196609 -1.211213 -0.166 -0.410 0.245 0.091
H 22.976402 10.379929 -0.117336 -0.034 -0.070 0.258 0.072
C 33.239194 19.802231 0.712000 1.993 0.371 -0.591 -0.117
O 32.449156 18.684757 0.737370 -0.462 -1.732 1.256 -0.178
C 31.120591 18.855910 0.378823 -1.149 0.034 -0.697 -0.217
C 30.249513 17.588273 0.608761 1.520 0.371 -0.276 -0.168
N 30.256936 17.191911 2.027790 0.327 0.671 0.096 -0.060
C 29.524034 18.185369 2.792873 -0.531 0.375 0.549 -0.200
C 29.241131 17.790558 4.245432 0.008 -0.708 -1.747 -0.253
O 28.508821 18.812728 4.835692 -1.082 0.485 0.662 -0.198
C 28.167450 18.497613 6.209420 1.590 -0.339 -0.656 -0.061
H 32.881014 20.743964 1.127869 -0.586 -0.213 0.260 0.082
H 33.584779 20.001410 -0.302386 -0.268 0.322 -0.463 0.082
H 34.163114 19.506779 1.209203 -0.007 0.232 0.374 0.095
H 31.125783 19.144178 -0.672346 -0.484 0.065 -0.347 0.116
H 30.692548 19.677949 0.952520 -0.097 0.205 -0.100 0.094
H 30.657555 16.745259 0.051144 0.140 0.012 -0.207 0.112
H 29.248985 17.746078 0.206101 -0.065 0.101 0.338 0.099
H 31.215377 17.353494 2.302346 0.574 -0.683 0.062 0.109
H 28.577777 18.204578 2.252203 -0.364 0.718 0.376 0.109
H 29.990496 19.169179 2.844082 -0.003 0.243 -0.466 0.119
H 30.143310 17.529017 4.798391 0.224 0.057 0.131 0.129
H 28.670195 16.888165 4.026771 -0.426 -0.522 1.088 0.106
H 29.084145 18.708204 6.760263 0.019 -0.073 0.475 0.083
H 28.017461 17.418271 6.234597 -0.517 0.041 0.449 0.077
H 27.368400 19.081162 6.666678 -0.172 -0.042 -0.784 0.097
C 24.882647 22.909965 -3.503415 0.404 0.513 -0.298 -0.098
O 23.999669 23.868245 -4.081512 0.216 0.366 0.913 -0.191
C 22.696163 23.309296 -4.258431 0.938 0.110 0.099 -0.202
C 21.740488 24.360077 -4.830011 -0.025 -0.932 0.639 -0.209
N 21.719406 25.656623 -4.160487 0.178 -1.269 0.243 -0.059
C 20.885384 26.550169 -4.933927 1.645 1.296 -0.501 -0.218
C 21.209818 28.002660 -4.625938 -0.746 0.355 0.185 -0.233
O 20.503416 28.819263 -5.556000 0.010 0.073 -0.558 -0.201
C 21.121213 30.093377 -5.730930 -0.512 -0.514 0.253 -0.106
H 25.911372 23.270022 -3.517383 0.009 0.342 -0.629 0.081
H 24.827509 21.989957 -4.085350 -0.009 -0.301 0.309 0.060
H 24.750309 22.754206 -2.432750 -0.835 -0.261 0.135 0.080
H 22.350697 22.824906 -3.345129 -0.152 0.264 0.375 0.118
H 22.929279 22.504241 -4.955315 -0.978 -0.280 -0.450 0.098
H 20.721258 23.993609 -4.707653 -0.037 -0.446 -0.479 0.120
H 22.011938 24.395912 -5.885054 -0.263 0.495 -0.391 0.115
H 22.691605 25.916452 -4.074375 0.007 0.737 -0.080 0.103
H 19.817484 26.372713 -4.806604 0.111 -0.225 -0.035 0.130
H 21.198874 26.513917 -5.977240 -0.628 -0.527 -0.569 0.116
H 22.268782 28.243475 -4.719259 0.286 -0.407 0.076 0.117
H 20.890784 28.208971 -3.604295 0.042 0.404 0.246 0.122
H 20.573597 30.728063 -6.427617 -0.617 -0.265 0.262 0.083
H 22.092334 30.015935 -6.219821 0.463 -0.210 0.511 0.083
H 21.125443 30.525277 -4.730154 0.561 0.649 -0.179 0.088
C 23.491547 19.701525 -1.939483 0.072 -0.255 0.337 -0.079
O 23.745741 18.404815 -1.394548 -0.722 0.516 0.212 -0.263
C 22.591746 17.755658 -0.869041 0.578 -1.168 -0.450 -0.158
C 22.976182 16.289653 -0.509631 0.340 0.758 -0.515 -0.192
N 21.797501 15.558054 -0.131151 -0.657 -0.776 0.601 -0.042
C 22.086628 14.154105 0.193889 0.161 0.160 1.567 -0.176
C 20.948631 13.519688 1.024993 -1.703 -0.257 -1.782 -0.200
O 21.070990 12.119650 1.341299 0.694 1.502 0.025 -0.210
C 19.879204 11.505434 1.811726 1.442 -0.224 0.308 -0.109
H 23.067186 20.395887 -1.214314 0.396 0.064 0.585 0.088
H 22.744068 19.739398 -2.731908 0.201 -0.621 -0.513 0.092
H 24.478297 20.008980 -2.285755 -0.288 0.503 -0.210 0.077
H 21.860551 17.730207 -1.677015 -0.406 0.056 0.191 0.102
H 22.183296 18.274020 -0.001540 0.008 0.113 0.086 0.130
H 23.763655 16.268650 0.243715 -0.190 0.089 0.423 0.106
H 23.420806 15.778817 -1.363708 0.404 0.303 -0.577 0.106
H 21.233678 15.552269 -0.969110 -0.559 0.191 0.221 0.060
H 22.902465 14.200247 0.915268 0.619 -0.268 -0.327 0.114
H 22.375246 13.588140 -0.691820 0.000 -0.367 0.086 0.108
H 20.039550 13.512313 0.423641 -0.298 0.436 -0.623 0.093
H 20.648880 14.221960 1.802844 0.598 -0.340 0.880 0.119
H 18.980137 11.674859 1.219220 0.125 0.078 -0.375 0.084
H 19.682245 11.792698 2.844579 -0.144 0.082 0.140 0.083
H 20.230813 10.473927 1.790085 -0.872 -0.295 0.142 0.087
C 27.852243 14.848508 0.602662 -0.800 0.645 -2.065 -0.765
O 27.800827 15.758285 -0.207970 0.030 2.028 -0.692 0.007
N 28.570933 14.761970 1.662718 3.371 1.021 3.406 0.196
N 27.152142 13.780336 0.483087 -2.997 -4.501 -1.129 0.210
H 28.761594 13.831511 2.006206 0.202 0.570 0.315 0.121
H 29.240747 15.507712 1.786535 0.608 0.090 0.580 0.069
H 27.423335 12.993639 1.055497 -0.639 -0.125 -0.286 0.106
H 26.506347 13.601143 -0.272522 -0.072 0.293 -0.020 0.075
C 27.104574 18.029927 -2.900022 2.327 -1.805 -0.435 -0.782
O 26.831621 18.671626 -3.873479 -0.506 2.067 -2.977 0.044
N 28.144908 17.219467 -2.727798 3.086 -0.920 -1.377 0.207
N 26.414767 17.918776 -1.846674 -4.750 1.035 4.799 0.212
H 28.890713 17.161237 -3.406386 0.036 -0.002 0.224 0.075
H 28.252447 16.807611 -1.811870 0.419 -0.292 -0.358 0.058
H 25.475245 18.288084 -1.814959 0.063 -0.228 0.210 0.066
H 26.666646 17.267896 -1.116601 -0.164 0.043 -0.014 0.083
C 27.763318 22.866717 -6.877208 0.143 0.199 0.818 -0.189
O 26.996728 22.611580 -8.008262 -0.389 -0.562 -1.276 -0.117
H 27.873567 21.965436 -6.274176 -0.345 -0.078 0.004 0.060
H 28.784635 23.153495 -7.127762 0.056 0.467 0.059 0.079
H 27.197441 23.623571 -6.334012 0.763 0.118 0.728 0.086
H 26.840583 23.475454 -8.396772 -0.194 -0.150 -0.284 0.080
C 25.141166 20.460377 -6.305663 1.316 0.472 -0.646 -0.151
O 24.639617 19.651956 -5.286348 -0.937 0.076 -0.112 -0.139
H 25.940380 19.989724 -6.878238 -0.171 -0.631 -0.344 0.077
H 24.365542 20.774361 -7.004175 -0.109 -0.014 0.243 0.096
H 25.702051 21.318667 -5.935718 -0.550 0.494 0.292 0.052
H 25.372933 19.325501 -4.759782 0.607 -0.406 0.516 0.029
C 27.991580 12.689790 -6.603990 -0.264 0.501 -0.512 -0.147
O 28.652554 13.936172 -6.441044 -0.929 -0.254 0.202 -0.156
H 28.522396 11.888072 -6.090593 0.020 -0.165 -0.085 0.066
H 26.967508 12.730856 -6.232932 0.004 0.160 0.250 0.067
H 27.912174 12.503848 -7.675080 0.044 -0.514 -0.084 0.075
H 29.566716 13.687828 -6.285339 0.984 0.255 0.178 0.005
C 21.309037 19.797532 -6.293834 1.564 0.268 -1.503 -0.148
O 22.120748 18.696227 -5.890563 -1.434 -0.360 0.916 -0.144
H 21.520082 19.812022 -7.363109 -0.867 0.488 -0.473 0.074
H 20.233530 19.786227 -6.117008 0.210 -0.775 0.370 0.077
H 21.696171 20.758922 -5.956232 0.009 0.044 0.549 0.053
H 23.018338 19.014294 -5.769049 0.480 0.181 0.295 0.006
C 29.486693 24.865968 -3.005581 1.359 -0.449 -0.606 -0.163
O 28.976087 23.933971 -3.942467 -1.565 1.364 -0.332 -0.150
H 29.153255 24.855510 -1.967884 -0.524 -0.575 0.035 0.059
H 30.554361 24.646571 -3.011838 0.380 0.542 0.552 0.074
H 29.353120 25.894800 -3.339908 -0.195 -0.183 -0.391 0.075
H 29.230298 23.037884 -3.710072 0.515 -0.484 0.774 0.004
```
Positions in Å, forces in eV/Å.